{
  "formula": "C30H39Cl12NO2",
  "method": "ωB97M-V/def2-TZVPD",
  "species": ["Cl", "C", "C", "Cl", "H", "H", "H", "H", "Cl", "C", "C", "Cl", "H", "H", "H", "H", "Cl", "C", "C", "Cl", "H", "H", "H", "H", "Cl", "C", "C", "Cl", "H", "H", "H", "H", "Cl", "C", "C", "Cl", "H", "H", "H", "H", "Cl", "C", "C", "Cl", "H", "H", "H", "H", "C", "C", "C", "C", "N", "H", "H", "H", "H", "H", "H", "H", "C", "C", "C", "C", "C", "C", "C", "O", "C", "C", "C", "C", "C", "C", "C", "O", "H", "H", "H", "H", "H", "H", "H", "H"],
  "positions_angstrom": [[-3.853367, 1.217325, 2.962087], [-4.635204, 0.961575, 1.378375], [-3.772261, 1.484896, 0.231292], [-4.650757, 1.256614, -1.275772], [-5.612320, 1.434792, 1.391437], [-4.779019, -0.109638, 1.256100], [-2.843571, 0.918687, 0.259685], [-3.589455, 2.544015, 0.374455], [4.992813, -0.730037, 1.826903], [6.186278, -0.148420, 0.653608], [5.657082, -0.295186, -0.758114], [6.753174, 0.556716, -1.892304], [7.088898, -0.752731, 0.746826], [6.467403, 0.875841, 0.879283], [4.664128, 0.132395, -0.873964], [5.633232, -1.336760, -1.058601], [2.713437, -5.036067, -5.014548], [3.280272, -3.364129, -5.289330], [4.493607, -3.014572, -4.489990], [4.212270, -3.107574, -2.738477], [2.435022, -2.724415, -5.041887], [3.469666, -3.237504, -6.354551], [4.785315, -1.986704, -4.721886], [5.366556, -3.613175, -4.738296], [-0.547223, 0.681058, -5.755952], [-1.926618, 1.793502, -5.527810], [-3.020678, 1.176247, -4.715778], [-3.678636, -0.314975, -5.474215], [-2.261336, 2.162020, -6.490695], [-1.520587, 2.621420, -4.946462], [-3.858964, 1.868238, -4.695950], [-2.665733, 0.939768, -3.722872], [-4.006435, -5.468489, -4.976959], [-2.870186, -4.105703, -4.799875], [-1.517853, -4.644214, -4.399437], [-0.318613, -3.341810, -4.626912], [-3.276792, -3.441176, -4.041862], [-2.826175, -3.549329, -5.730458], [-1.225961, -5.455931, -5.053225], [-1.494570, -4.899173, -3.348419], [2.459994, -3.115210, 3.887028], [1.236573, -1.833904, 4.069562], [-0.133318, -2.285077, 3.672048], [-0.232758, -2.776772, 1.969068], [1.546893, -0.955485, 3.512651], [1.205559, -1.612435, 5.137098], [-0.832830, -1.456756, 3.806391], [-0.498768, -3.097561, 4.294062], [-1.957172, 2.093879, 5.925330], [-0.705874, 1.278149, 6.209346], [-0.702455, 0.672471, 7.640290], [-1.866128, -0.131767, 7.893277], [-2.783511, -0.801447, 8.073481], [-2.874442, 1.620309, 6.285042], [-2.061806, 2.372234, 4.879622], [-1.939488, 3.053657, 6.465194], [0.159814, 1.932464, 6.152964], [-0.636152, 0.452968, 5.509222], [-0.667000, 1.462620, 8.393742], [0.176022, 0.038305, 7.766646], [1.246112, -1.100621, -2.003762], [1.918730, -1.302202, -0.804318], [1.759689, -0.412960, 0.250171], [0.899951, 0.671031, 0.114801], [0.223293, 0.871084, -1.084951], [0.377925, -0.027458, -2.123506], [-0.648838, 2.053152, -1.267133], [-1.222326, 2.272624, -2.309134], [-0.740672, 3.012481, -0.132788], [-1.382110, 4.227387, -0.353636], [-1.422764, 5.177413, 0.660501], [-0.841576, 4.915336, 1.902027], [-0.158938, 3.737852, 2.095226], [-0.113558, 2.784518, 1.084780], [0.664168, 1.542600, 1.289881], [1.126441, 1.272488, 2.374856], [1.368134, -1.786149, -2.830361], [2.494521, -2.211095, -0.682386], [2.214690, -0.624354, 1.205735], [-0.133393, 0.170782, -3.056960], [-1.680713, 4.500304, -1.357039], [-1.813965, 6.161509, 0.432530], [-0.875510, 5.698870, 2.648102], [0.400717, 3.537370, 2.999853]],
  "atomic_forces_ev_per_a": [[0.08, 0.08, -0.15], [-0.16, -0.27, -0.40], [-0.20, -0.07, 1.33], [0.00, -0.13, -0.39], [0.04, 0.13, 0.08], [-0.01, 0.00, 0.09], [0.10, 0.12, -0.44], [0.17, 0.07, -0.14], [-0.05, -0.07, 0.13], [0.62, -0.09, -0.41], [-0.12, 0.11, 0.04], [-0.04, -0.07, 0.04], [-0.10, -0.02, 0.17], [-0.29, 0.09, 0.07], [0.03, 0.05, 0.02], [-0.05, -0.03, -0.02], [0.26, -0.02, -0.12], [-0.62, -0.11, -0.15], [0.60, 0.49, -0.24], [0.04, -0.07, 0.04], [0.06, 0.05, 0.12], [0.15, -0.14, 0.03], [-0.21, 0.01, 0.13], [-0.18, -0.34, 0.12], [0.00, -0.03, -0.17], [0.46, 0.29, 0.30], [-0.33, -0.20, -0.42], [0.05, 0.04, 0.10], [0.02, -0.20, -0.17], [-0.10, 0.06, -0.06], [0.02, 0.07, 0.30], [-0.13, -0.09, 0.15], [-0.10, -0.04, -0.03], [-0.17, 0.21, 0.18], [-0.07, 0.41, -0.22], [0.09, 0.30, 0.03], [0.03, -0.01, 0.03], [0.01, -0.17, -0.15], [0.09, -0.21, 0.15], [0.04, -0.34, 0.02], [0.10, -0.01, -0.11], [0.06, -0.03, 0.40], [-0.56, 0.15, 0.11], [-0.06, -0.03, -0.14], [0.09, 0.02, -0.05], [0.06, 0.19, -0.06], [0.10, 0.04, -0.09], [0.16, -0.20, -0.10], [-0.29, 0.82, 0.56], [-0.49, 0.01, 0.75], [0.56, 0.64, -0.49], [-0.83, -0.78, 0.17], [0.16, 0.19, -0.05], [0.08, -0.27, -0.33], [0.02, -0.26, -0.14], [0.21, -0.20, -0.01], [0.25, -0.20, -0.32], [0.25, -0.02, -0.26], [0.07, 0.00, -0.03], [0.06, 0.07, 0.10], [-0.18, 0.15, 0.20], [-0.14, -0.14, -0.02], [-0.36, -0.42, -0.08], [0.18, -0.29, 0.19], [-0.11, 0.03, 0.11], [0.25, 0.10, -0.60], [0.33, -0.02, 0.27], [-0.31, 0.04, -0.39], [-0.15, 0.43, -0.22], [0.46, 0.58, 0.20], [0.13, -0.20, -0.32], [-0.22, 0.55, -0.42], [0.15, -0.30, 0.25], [-0.17, -0.06, -0.06], [0.23, 0.07, -0.13], [0.13, -0.18, 0.52], [0.01, -0.08, 0.05], [0.20, 0.18, 0.09], [0.11, 0.17, -0.01], [-0.07, -0.10, 0.03], [-0.35, -0.25, 0.05], [-0.18, -0.07, 0.18], [0.10, -0.16, 0.15], [-0.14, -0.01, 0.07]],
  "e_tot_ha": -6894.1395,
  "homo_energy_ev": -9.9,
  "smiles": "O=C1c2ccccc2C(=O)c2ccccc21.CCCC#N.ClCCCl.ClCCCl.ClCCCl.ClCCCl.ClCCCl.ClCCCl"
}